(1)
{"formula": "C2H3ClOS", "method": "ωB97M-V/def2-TZVPD", "homo_lumo_gap_ev": 11.0, "energy_ha": -1011.62055, "multiplicity": 1, "e_lumo_ev": 0.6, "relative_energy_ev": 0.000, "total_charge": 0, "symbols": ["O", "C", "S", "C", "Cl", "H", "H", "H"], "xyz": [[0.029, 1.680, -0.041], [0.257, 0.519, -0.031], [1.911, -0.199, -0.070], [-0.833, -0.575, -0.001], [-2.481, 0.110, -0.057], [2.586, 0.912, 0.167], [-0.713, -1.209, -0.880], [-0.756, -1.239, 0.913]]}


(2)
{"formula": "C4H5FO2", "method": "ωB97M-V/def2-TZVPD", "homo_lumo_gap_ev": [8.4, 6.5], "energy_ha": -405.61699, "multiplicity": 1, "e_lumo_ev": [-0.3, -1.1], "relative_energy_ev": 4.085, "total_charge": 0, "symbols": ["C", "C", "C", "C", "O", "O", "F", "H", "H", "H", "H", "H"], "xyz": [[-0.316, -0.374, -1.977], [-2.684, 0.970, -1.182], [-0.055, 0.304, 0.482], [-0.101, -0.788, -0.567], [-0.214, -0.498, -3.141], [-3.660, 0.314, -1.243], [-2.551, 2.274, -1.722], [0.619, 0.943, -0.015], [0.305, -0.111, 1.365], [-1.044, 0.807, 0.681], [-0.907, -1.502, -0.234], [0.866, -1.200, -0.468]]}


(3)
{"formula": "C18H42CrNO2P2Si2", "method": "ωB97M-V/def2-TZVPD", "homo_lumo_gap_ev": [6.4, 8.0], "energy_ha": -3221.91349, "multiplicity": 4, "s2": 3.9834, "e_lumo_ev": [-8.5, -6.9], "relative_energy_ev": 0.000, "total_charge": 2, "symbols": ["Cr", "P", "C", "C", "N", "C", "C", "C", "C", "C", "P", "H", "H", "H", "H", "H", "H", "H", "H", "O", "H", "H", "O", "H", "C", "H", "H", "H", "C", "H", "H", "H", "C", "H", "H", "H", "C", "H", "H", "H", "C", "Si", "C", "C", "C", "Si", "C", "C", "C", "H", "H", "H", "H", "H", "H", "H", "H", "H", "H", "H", "H", "H", "H", "H", "H", "H", "H", "H"], "xyz": [[-0.494, 0.257, 1.213], [0.696, -1.974, 1.089], [-0.786, -3.088, 0.743], [-2.043, -2.288, 0.464], [-2.013, -0.939, 0.385], [-3.074, -0.302, -0.208], [-4.292, -0.942, -0.281], [-4.377, -2.300, 0.018], [-3.225, -3.013, 0.345], [-2.868, 1.115, -0.652], [-1.050, 1.227, -1.208], [-3.197, -4.084, 0.540], [-5.179, -0.358, -0.556], [-5.320, -2.829, -0.006], [-3.566, 1.426, -1.449], [-3.161, 1.802, 0.160], [-0.609, -3.920, 0.011], [-0.761, -3.701, 1.724], [-0.572, -2.758, -2.944], [-0.752, -3.495, -3.562], [-0.188, -4.148, -3.122], [1.042, 0.010, -2.519], [2.022, -0.108, -2.618], [1.959, -0.622, -3.469], [-1.491, 0.795, -2.963], [-2.497, 1.202, -3.117], [-0.805, 1.295, -3.649], [-1.494, -0.282, -3.167], [-0.811, 3.040, -1.448], [0.254, 3.086, -1.723], [-1.372, 3.497, -2.281], [-0.977, 3.683, -0.570], [1.016, -2.531, 2.823], [1.026, -3.626, 2.742], [1.944, -2.245, 3.350], [0.202, -2.224, 3.503], [2.082, -2.566, 0.060], [3.071, -2.312, 0.478], [1.980, -3.661, 0.052], [1.980, -2.117, -0.944], [2.467, 0.473, 4.217], [2.717, 1.162, 2.485], [3.729, 2.751, 2.590], [3.790, -0.046, 1.540], [1.101, 1.534, 1.555], [0.134, 2.901, 2.437], [0.484, 3.156, 4.277], [0.554, 4.525, 1.595], [-1.732, 2.581, 2.354], [3.408, -0.008, 4.525], [1.668, -0.275, 4.277], [2.237, 1.248, 4.957], [4.770, 2.440, 2.772], [3.692, 3.318, 1.648], [3.434, 3.423, 3.404], [3.514, -0.092, 0.480], [4.831, 0.306, 1.616], [3.767, -1.056, 1.963], [1.412, 1.894, 0.547], [1.512, 3.469, 4.499], [-0.185, 3.965, 4.615], [0.255, 2.263, 4.875], [0.716, 4.419, 0.516], [-0.264, 5.239, 1.776], [1.475, 4.944, 2.024], [-2.201, 3.090, 1.501], [-2.041, 1.508, 2.368], [-2.155, 3.040, 3.262]]}


(4)
{"formula": "C4H2O2Pb", "method": "ωB97M-V/def2-TZVPD", "homo_lumo_gap_ev": [7.3, 7.3], "energy_ha": -496.64002, "multiplicity": 1, "e_lumo_ev": [-0.8, -0.8], "relative_energy_ev": 0.000, "total_charge": 0, "symbols": ["H", "C", "C", "O", "O", "Pb", "C", "C", "H"], "xyz": [[0.938, -2.744, -0.588], [0.610, -1.745, -0.286], [-0.648, -1.358, -0.119], [1.715, -0.985, -0.079], [1.502, 0.357, 0.288], [-0.130, 1.416, 0.150], [-2.052, 0.661, -0.476], [-1.584, -0.463, 0.027], [-2.957, 0.768, -1.074]]}


(5)
{"formula": "CH4N5", "method": "ωB97M-V/def2-TZVPD", "homo_lumo_gap_ev": [3.6, 8.4], "energy_ha": -313.73587, "multiplicity": 3, "s2": 2.0180, "e_lumo_ev": [-4.8, -5.7], "relative_energy_ev": 3.996, "total_charge": 1, "symbols": ["C", "N", "N", "N", "N", "N", "H", "H", "H", "H"], "xyz": [[1.972, 0.149, -0.172], [-4.106, 0.817, -0.435], [2.837, 0.751, 0.266], [-3.221, 0.378, 0.084], [1.150, -0.719, -0.557], [-2.251, -0.233, 0.433], [3.447, 1.382, 0.615], [1.402, -1.584, -0.142], [0.709, -0.769, -1.465], [-1.938, -0.171, 1.375]]}


(6)
{"formula": "C6H28O8", "method": "ωB97M-V/def2-TZVPD", "homo_lumo_gap_ev": 9.6, "energy_ha": -847.27866, "multiplicity": 1, "e_lumo_ev": -0.1, "relative_energy_ev": 1.941, "total_charge": 0, "symbols": ["C", "C", "O", "H", "H", "H", "H", "H", "H", "C", "C", "O", "H", "H", "H", "H", "H", "H", "C", "C", "O", "H", "H", "H", "H", "H", "H", "O", "H", "H", "O", "H", "H", "O", "H", "H", "O", "H", "H", "O", "H", "H"], "xyz": [[-4.574, 20.725, -2.596], [-3.434, 19.816, -2.191], [-2.305, 19.953, -3.036], [-4.275, 21.772, -2.519], [-5.442, 20.551, -1.956], [-4.883, 20.536, -3.625], [-3.734, 18.774, -2.287], [-3.162, 20.039, -1.153], [-2.091, 20.884, -3.143], [-3.913, 16.172, 5.151], [-3.046, 17.407, 4.959], [-3.600, 18.236, 3.940], [-3.928, 15.538, 4.266], [-4.933, 16.506, 5.363], [-3.607, 15.572, 6.011], [-2.023, 17.116, 4.707], [-3.065, 17.979, 5.890], [-3.022, 18.187, 3.170], [-2.269, 14.820, 1.175], [-1.156, 13.902, 0.737], [-0.801, 13.156, 1.884], [-3.185, 14.245, 1.322], [-2.496, 15.707, 0.593], [-1.980, 15.196, 2.167], [-0.303, 14.469, 0.356], [-1.529, 13.250, -0.063], [0.047, 12.732, 1.728], [0.275, 16.083, -1.699], [-0.201, 16.698, -2.262], [0.475, 16.577, -0.893], [-2.516, 21.586, 1.027], [-1.608, 21.724, 1.309], [-3.031, 22.157, 1.605], [0.793, 17.355, 0.825], [0.947, 18.268, 1.094], [1.584, 16.881, 1.098], [-1.978, 18.240, 1.650], [-1.290, 17.805, 1.134], [-2.478, 18.768, 1.017], [0.454, 19.990, 2.540], [-0.465, 19.742, 2.711], [0.452, 20.309, 1.633]]}


Q: Number 2 is which compound?
A: C4H5FO2